# 1
{
  "formula": "CH4N3P",
  "method": "ωB97M-V with the def2-TZVPD basis set",
  "symbols": ["C", "N", "N", "N", "P", "H", "H", "H", "H"],
  "positions_angstrom": [[-0.949976, 0.675243, 0.031189], [-1.071856, -0.526152, 0.445298], [0.827996, 0.904383, 0.378268], [1.326553, -0.192255, 0.319193], [0.072433, -1.578754, -0.094478], [-1.519288, 1.349781, 0.711790], [-0.806998, 0.911751, -1.115742], [2.106912, -0.543525, 0.884723], [0.014226, -1.000469, -1.560241]],
  "forces_ev_per_a": [[0.5, 2.0, -1.6], [-0.5, -4.4, 0.8], [1.6, 0.9, 1.0], [-1.5, -0.2, 0.6], [-1.9, 1.2, -1.8], [0.8, 0.6, -1.1], [-0.6, -0.2, 1.6], [0.8, 1.1, -0.7], [0.7, -1.0, 1.2]],
  "homo_energy_ev": -8.61,
  "gap_ev": 8.1,
  "spin_multiplicity": 1,
  "largest_force_ev_per_a": 4.534
}


# 2
{
  "formula": "CH4N3PS",
  "method": "ωB97M-V with the def2-TZVPD basis set",
  "symbols": ["C", "N", "N", "N", "P", "S", "H", "H", "H", "H"],
  "positions_angstrom": [[0.640933, 0.540917, -1.509202], [1.339659, 1.179568, -2.168242], [-1.166321, 0.732552, 0.274053], [1.104727, -0.309348, 0.794052], [-0.098620, -0.498255, -0.251050], [-1.467232, -3.182131, 0.063291], [-2.196536, 0.552352, 0.294869], [-0.897171, 1.591640, -0.061669], [1.055236, 0.484056, 1.413972], [1.685325, -1.091351, 1.149927]],
  "forces_ev_per_a": [[0.7, 0.1, -1.1], [-0.4, -0.1, 0.0], [-1.8, -3.2, 0.8], [2.3, -1.2, 2.4], [-2.3, 0.0, -0.6], [0.4, 0.8, -0.1], [1.6, 0.2, -0.1], [0.2, 2.5, -0.8], [0.2, 0.0, 0.0], [-0.9, 0.9, -0.5]],
  "homo_energy_ev": [-9.48, -9.55],
  "gap_ev": [7.2, 7.2],
  "spin_multiplicity": 1,
  "largest_force_ev_per_a": 3.731
}


# 3
{
  "formula": "CH4N4",
  "method": "ωB97M-V with the def2-TZVPD basis set",
  "symbols": ["C", "N", "N", "N", "N", "H", "H", "H", "H"],
  "positions_angstrom": [[0.138906, 0.088065, 0.121763], [0.402843, 1.350485, 0.152873], [-0.164001, -0.043243, -1.201116], [0.298487, 1.324979, -1.265780], [0.178263, -1.432433, 1.680092], [0.177939, -0.750437, -1.839167], [-0.412256, 1.972089, -1.616982], [0.160453, -0.760794, 2.441569], [-0.780633, -1.748711, 1.526747]],
  "forces_ev_per_a": [[0.0, 0.8, -0.4], [0.6, 0.3, 0.6], [-0.5, 0.0, -1.1], [0.1, 0.4, -1.2], [-0.3, -0.9, 0.8], [0.4, 0.2, 0.1], [-0.2, -0.2, 0.2], [0.0, -0.2, 0.5], [0.1, -0.3, 0.5]],
  "homo_energy_ev": [-7.76, -9.48],
  "s_squared": 2.0102,
  "gap_ev": [8.9, 6.9],
  "spin_multiplicity": 3,
  "largest_force_ev_per_a": 1.240
}


# 4
{
  "formula": "CH4N4O3",
  "method": "ωB97M-V with the def2-TZVPD basis set",
  "symbols": ["H", "N", "C", "N", "N", "O", "N", "O", "O", "H", "H", "H"],
  "positions_angstrom": [[1.023160, -2.194831, -0.413174], [0.117143, -1.834227, -0.013472], [0.056873, -0.590139, 0.024260], [-0.902499, 0.063494, 0.673626], [1.053795, 0.163202, -0.617481], [1.042358, 1.548173, -0.466829], [2.532815, -0.294290, 0.182424], [2.955296, -1.342553, -0.202890], [2.902695, 0.599224, 0.823933], [-1.509162, -0.194949, 1.492452], [-0.700400, 0.986114, 0.815878], [1.399014, 1.926958, -1.397150]],
  "forces_ev_per_a": [[-1.6, 0.6, 0.1], [1.4, -2.5, -0.3], [0.1, -0.9, 0.9], [-2.8, 0.3, 1.8], [2.7, 0.8, -0.9], [0.4, 0.4, -2.5], [-2.8, -0.1, -2.7], [0.4, 0.5, 0.9], [1.6, 0.4, 1.4], [1.3, -1.0, -1.8], [0.6, 3.0, -0.1], [-1.2, -1.5, 3.1]],
  "homo_energy_ev": [-9.26, -9.26],
  "smiles": "[H]/N=C(/N)N(O)[N+](=O)[O-]",
  "gap_ev": [9.3, 9.3],
  "spin_multiplicity": 1,
  "largest_force_ev_per_a": 3.890
}


# 5
{
  "formula": "CH4N4S",
  "method": "ωB97M-V with the def2-TZVPD basis set",
  "symbols": ["N", "N", "N", "C", "N", "S", "H", "H", "H", "H"],
  "positions_angstrom": [[-1.535909, -1.353341, 1.015441], [-0.563491, -0.892959, 0.285328], [-0.234644, 0.307179, 0.556791], [0.633533, 1.048096, -0.384233], [1.829616, 0.496480, -0.777388], [0.066194, 2.515457, -0.710112], [-2.118318, -0.693505, 1.545396], [-2.158660, -2.094824, 0.790539], [1.837712, -0.445616, -0.956578], [2.243966, 1.113034, -1.365184]],
  "forces_ev_per_a": [[-1.7, 0.9, 2.5], [1.3, 1.8, -1.7], [-0.4, -1.1, -0.5], [-0.4, -2.2, 1.5], [-2.9, 1.3, 2.7], [0.1, 0.8, -0.4], [1.0, 0.4, -0.1], [0.8, -1.1, -1.3], [0.2, -2.6, -0.4], [2.0, 1.6, -2.4]],
  "homo_energy_ev": -8.56,
  "smiles": "N/N=N/C(N)=S",
  "gap_ev": 8.8,
  "spin_multiplicity": 1,
  "largest_force_ev_per_a": 4.226
}


# 6
{
  "formula": "CH4N5O4",
  "method": "ωB97M-V with the def2-TZVPD basis set",
  "symbols": ["O", "N", "O", "C", "N", "O", "O", "N", "N", "N", "H", "H", "H", "H"],
  "positions_angstrom": [[2.483561, -0.273689, 0.598080], [1.435076, -0.217087, 1.144991], [1.129230, -0.468205, 2.242076], [0.396887, 0.181611, 0.188528], [0.891137, 1.126837, -1.089837], [0.444024, 0.728811, -2.150180], [1.652631, 1.992507, -0.840102], [-0.227090, -1.087267, -0.426813], [-1.539955, -0.649477, 0.034831], [-1.014725, 0.659120, 0.411392], [-0.153092, -0.832816, -1.502896], [-2.341644, -0.585986, -0.735487], [-1.898428, -1.447735, 0.752204], [-1.257612, 0.873376, 1.373215]],
  "forces_ev_per_a": [[1.8, -0.4, -0.5], [0.2, 1.4, -1.8], [-1.1, -0.6, 2.9], [-4.0, -0.8, -3.8], [0.6, -1.8, 1.1], [0.2, 0.7, 0.5], [-0.2, 0.5, -0.2], [1.4, 1.6, -1.6], [-2.3, -1.8, -0.7], [0.7, -1.0, 1.4], [-0.3, -0.7, 2.0], [2.1, 0.1, 1.7], [1.0, 2.7, -1.2], [-0.1, 0.3, 0.3]],
  "homo_energy_ev": -15.96,
  "total_charge": 1,
  "smiles": "O=[N+]([O-])C1([N+](=O)[O-])N[NH2+]N1",
  "gap_ev": 10.9,
  "spin_multiplicity": 1,
  "largest_force_ev_per_a": 5.542
}